# 1
Density functional theory data (ωB97M-V/def2-TZVPD) for one molecule with the formula C3H4N2O2 in a non-equilibrium geometry.

Each line ends with the Mulliken charge.
Element x y z (Å)
C  1.4146  0.4467  -0.6805  -0.740
N  0.0785  0.1666  -0.1959  0.534
N  -0.5485  0.9927  0.7099  -0.724
C  -1.4358  0.2508  1.2580  0.023
O  -1.4614  -1.0247  0.8185  -0.328
C  -0.5625  -1.0351  -0.3052  0.511
O  -0.5188  -1.9141  -1.1210  -0.547
H  1.4427  1.2406  -1.4334  0.265
H  2.0613  0.7239  0.1700  0.255
H  1.7026  -0.4850  -1.1734  0.345
H  -2.1727  0.6376  1.9530  0.407

Results
- gap between HOMO and LUMO (eV) = 10.373
- multiplicity = 1
- LUMO level (eV) = 0.9
- relative energy (zero: lowest compared OMol25 entry of this formula, charge and spin) (kJ/mol) = 183.5
- net charge = 0

# 2
Density functional theory data (ωB97M-V/def2-TZVPD) for a 2-piece molecular cluster, C3H4N2O2 overall in a non-equilibrium geometry.

Each line ends with the Mulliken charge.
Element x y z (Å)
C  -0.3087  1.4493  -0.5338  -0.467
C  0.9264  0.8682  -0.5755  -0.031
C  -1.0179  0.1232  -0.5081  -0.202
N  0.3438  -0.4254  -0.6411  -0.470
N  0.6543  -1.6719  1.2910  0.716
O  -0.1905  -2.5054  1.2601  -0.390
O  1.4514  -1.2186  2.0833  -0.416
H  -0.7837  2.2862  -0.9188  0.367
H  1.9686  1.2202  -0.5286  0.359
H  -1.3904  -0.1359  0.4477  0.230
H  -1.6533  0.0101  -1.3760  0.304

Results
- gap between HOMO and LUMO (alpha / beta) (eV) = 8.740 / 8.107
- multiplicity = 1
- LUMO level (alpha / beta) (eV) = -0.5 / -0.8
- relative energy (zero: lowest compared OMol25 entry of this formula, charge and spin) (kJ/mol) = 832.0
- net charge = 0

# 3
Density functional theory data (ωB97M-V/def2-TZVPD) for C3H4N2O2 as an isolated structure in a non-equilibrium geometry.

Each line ends with the Mulliken charge.
Element x y z (Å)
C  1.7134  0.0286  -0.1961  -0.787
N  0.3075  -0.0595  0.1861  0.178
N  -0.7924  0.1133  -0.8005  -0.658
C  -1.8266  0.7959  -0.1998  0.110
O  -1.9415  1.1594  0.9587  -0.554
C  -0.2616  -1.0737  0.6693  0.781
O  -0.7207  -2.0002  1.1873  -0.347
H  1.8212  -0.4106  -1.1912  0.335
H  2.0408  1.0681  -0.2018  0.260
H  2.2958  -0.5383  0.5343  0.332
H  -2.6361  0.9170  -0.9463  0.350

Results
- gap between HOMO and LUMO (eV) = 9.896
- multiplicity = 1
- LUMO level (eV) = 0.4
- relative energy (zero: lowest compared OMol25 entry of this formula, charge and spin) (kJ/mol) = 422.5
- net charge = 0